# 1
Here is an isolated molecule of C3H5NOS at a distorted geometry from the OMol25 dataset. Energies are from ωB97M-V with the def2-TZVPD basis set.

Total energy (eV): -17560.1703
Maximum force (eV/A): 4.51
HOMO-LUMO gap (alpha / beta) (Eh): 0.3363 / 0.2342
Relative energy (zero: lowest compared OMol25 entry of this formula, charge and spin) (kcal per mole): 117.5
E_LUMO (alpha / beta) (eV): 0.150 / -1.041

ORCA input file:
```
! wB97M-V def2-TZVPD RIJCOSX def2/J DEFGRID3
* xyz 0 1
C 0.09194 1.31105 1.67704
C -0.36124 -0.52210 0.16830
C 0.82180 -0.18521 -0.74439
N -0.45038 0.34922 1.17510
O 1.65100 -2.49257 -0.05673
S 2.28004 -1.12073 -0.23498
H 0.13525 1.44259 2.67356
H -1.35863 -0.37059 -0.26634
H -0.35442 -1.60122 0.44637
H 0.71170 -0.47480 -1.79459
H 0.96750 0.97495 -0.60478
*
```

# 2
Here is a cluster of 2 separate species, C3H5NOS in total at a distorted geometry from the OMol25 dataset. Energies are from ωB97M-V with the def2-TZVPD basis set.

Total energy (eV): -17556.6168
Maximum force (eV/A): 4.93
HOMO-LUMO gap (alpha / beta) (Eh): 0.2986 / 0.2451
Relative energy (zero: lowest compared OMol25 entry of this formula, charge and spin) (kcal per mole): 199.5
E_LUMO (alpha / beta) (eV): -0.900 / -0.936

ORCA input file:
```
! wB97M-V def2-TZVPD RIJCOSX def2/J DEFGRID3
* xyz 0 1
C 0.20590 0.76209 -0.28775
C 1.08637 0.79567 -2.54730
C -0.09616 -0.50493 0.29474
N 0.86042 0.91959 -1.37095
O -1.43468 0.34265 2.45283
S -1.26515 -0.85842 1.64189
H -0.20494 1.78580 0.06289
H 1.96300 0.94802 -3.09426
H 0.35626 -1.40025 0.01865
H 0.87941 -2.05811 2.15687
H -2.35044 -0.73211 0.67239
*
```

# 3
Here is an isolated molecule of C3H5NOS at a distorted geometry from the OMol25 dataset. Energies are from ωB97M-V with the def2-TZVPD basis set.

Total energy (eV): -17562.7488
Maximum force (eV/A): 3.78
HOMO-LUMO gap (Eh): 0.3317
Relative energy (zero: lowest compared OMol25 entry of this formula, charge and spin) (kcal per mole): 58.1
Structure (SMILES): N[C@@H]1COC1=S
E_LUMO (eV): 0.211

ORCA input file:
```
! wB97M-V def2-TZVPD RIJCOSX def2/J DEFGRID3
* xyz 0 1
C -0.08302 -0.27825 0.37235
C -0.01294 1.21691 0.44610
C 1.12109 -0.08919 -0.71019
H -1.63640 -0.59409 -0.80359
H -0.99081 -2.00500 -0.17943
H 0.27618 -0.79606 1.34936
H 0.49725 1.71413 1.41237
H -1.01981 1.71342 0.07834
N -1.24619 -0.96849 0.02897
O 1.07886 1.29999 -0.52709
S 2.01579 -1.21337 -1.46718
*
```

# 4
Here is an isolated molecule of C3H5NOS at a distorted geometry from the OMol25 dataset. Energies are from ωB97M-V with the def2-TZVPD basis set.

Total energy (eV): -17563.9200
Maximum force (eV/A): 3.10
HOMO-LUMO gap (Eh): 0.3286
Relative energy (zero: lowest compared OMol25 entry of this formula, charge and spin) (kcal per mole): 31.1
Structure (SMILES): CN(C=O)C=S
E_LUMO (eV): -0.164

ORCA input file:
```
! wB97M-V def2-TZVPD RIJCOSX def2/J DEFGRID3
* xyz 0 1
C 0.04275 1.28995 -0.02013
C 1.19890 -0.84253 0.03450
C -1.19798 -0.84596 -0.11050
H -0.74019 1.83953 -0.66791
H 1.15523 1.50309 -0.43960
H -0.12842 1.69345 1.09574
H 0.98317 -1.97048 -0.02127
H -0.88168 -1.95936 -0.20737
N -0.03141 -0.13574 -0.04758
O 2.28467 -0.34325 0.22904
S -2.68503 -0.22872 0.15508
*
```

# 5
Here is an isolated molecule of C3H5NOS at a distorted geometry from the OMol25 dataset. Energies are from ωB97M-V with the def2-TZVPD basis set.

Total energy (eV): -17563.6116
Maximum force (eV/A): 2.62
HOMO-LUMO gap (Eh): 0.3591
Relative energy (zero: lowest compared OMol25 entry of this formula, charge and spin) (kcal per mole): 38.2
Structure (SMILES): C=CN(S)C=O
E_LUMO (eV): 0.472

ORCA input file:
```
! wB97M-V def2-TZVPD RIJCOSX def2/J DEFGRID3
* xyz 0 1
C -0.03980 -0.85630 -0.15422
C -1.29683 -1.30824 -0.29327
C 1.56254 0.93171 -0.24819
H -0.87467 1.49490 1.87157
H 0.84024 -1.43353 -0.41361
H -2.14762 -0.75284 -0.01306
H -1.48096 -2.36986 -0.58252
H 1.54892 2.02683 -0.12593
N 0.30114 0.48861 0.02667
O 2.52454 0.22302 -0.56534
S -0.93749 1.55570 0.49789
*
```

# 6
Here is a structure of composition C3H5NOS at a distorted geometry from the OMol25 dataset. Energies are from ωB97M-V with the def2-TZVPD basis set.

Total energy (eV): -17558.8951
Maximum force (eV/A): 3.86
HOMO-LUMO gap (alpha / beta) (Eh): 0.2207 / 0.2643
⟨S²⟩: 2.014
Relative energy (zero: lowest compared OMol25 entry of this formula, charge and spin) (kcal per mole): 41.1
E_LUMO (alpha / beta) (eV): 0.647 / -2.618

ORCA input file:
```
! wB97M-V def2-TZVPD RIJCOSX def2/J DEFGRID3
* xyz 0 3
C -1.33920 -1.85368 -0.92720
C 0.09278 -1.00545 0.05864
C 1.11788 1.44201 0.54421
N -1.31576 -1.50894 -2.11052
O 0.65549 -1.38443 1.04192
S 0.02608 0.60751 -0.60881
H -2.15831 -2.32293 -0.26318
H 1.56262 0.52837 0.96216
H 0.57717 2.10904 1.29160
H 1.94162 2.03085 0.02738
H -2.22164 -1.52932 -2.68027
*
```

# 7
Here is an isolated molecule of C3H5NOS2 at a distorted geometry from the OMol25 dataset. Energies are from ωB97M-V with the def2-TZVPD basis set.

Total energy (eV): -28397.9551
Maximum force (eV/A): 3.50
HOMO-LUMO gap (Eh): 0.3150
Relative energy (zero: lowest compared OMol25 entry of this formula, charge and spin) (kcal per mole): 52.5
E_LUMO (eV): 0.353

ORCA input file:
```
! wB97M-V def2-TZVPD RIJCOSX def2/J DEFGRID3
* xyz 0 1
C 0.48001 -0.50318 -0.86396
C -1.00273 -0.63449 -0.90297
C 1.31245 0.02616 0.05415
N 0.97545 0.59864 1.20614
O -1.62171 1.51552 0.49863
S -1.98147 -1.33352 0.49030
S -2.22777 0.54774 -0.39683
H 1.07673 -0.90828 -1.60239
H -1.44183 -1.21145 -1.67983
H 2.32370 -0.09937 -0.02415
H 0.37892 1.37599 1.31792
H 1.72826 0.62624 1.90298
*
```

# 8
Here is a structure of composition C3H5NOS3 at a distorted geometry from the OMol25 dataset. Energies are from ωB97M-V with the def2-TZVPD basis set.

Total energy (eV): -39232.9431
Maximum force (eV/A): 5.87
HOMO-LUMO gap (Eh): 0.3396
Relative energy (zero: lowest compared OMol25 entry of this formula, charge and spin) (kcal per mole): 53.2
E_LUMO (eV): 0.411

ORCA input file:
```
! wB97M-V def2-TZVPD RIJCOSX def2/J DEFGRID3
* xyz 0 1
C -1.93153 -0.45221 -0.31350
C 1.04728 1.24240 0.54851
C 1.00787 -1.15021 -0.78001
H -2.14390 1.13572 0.64822
H 1.01228 2.36626 0.81116
H 2.03119 0.87673 1.17179
H 1.63884 -1.67524 0.14245
H 1.56697 -1.55979 -1.62900
N -1.34599 0.72654 0.28752
O -3.17523 -0.71667 -0.23284
S -0.16368 0.45598 1.35394
S 1.26555 0.49447 -1.03954
S -0.80966 -1.74399 -0.96870
*
```

# 9
Here is a structure of composition C3H5NP4 at a distorted geometry from the OMol25 dataset. Energies are from ωB97M-V with the def2-TZVPD basis set.

Total energy (eV): -41834.1647
Maximum force (eV/A): 3.80
HOMO-LUMO gap (alpha / beta) (Eh): 0.2571 / 0.2534
Relative energy (zero: lowest compared OMol25 entry of this formula, charge and spin) (kcal per mole): 39.4
E_LUMO (alpha / beta) (eV): -0.959 / -1.078

ORCA input file:
```
! wB97M-V def2-TZVPD RIJCOSX def2/J DEFGRID3
* xyz 0 1
C -1.23193 -1.40499 1.51863
C 0.25632 0.68903 0.94702
C -0.38932 -0.78760 -0.99328
N 1.55031 1.15005 -1.22940
P 0.08628 -0.71627 2.18056
P -1.92618 -0.84826 -0.07527
P 1.18972 -0.20270 -0.35632
P -1.30653 1.24378 0.17531
H -1.65311 -2.32393 2.10125
H 0.85034 1.38918 1.34865
H -0.34153 -0.88808 -2.12158
H 0.76158 1.73748 -1.46951
H 2.15404 0.96230 -2.02607
*
```

# 10
Here is a cluster of 2 separate species, C3H5NS in total at a distorted geometry from the OMol25 dataset. Energies are from ωB97M-V with the def2-TZVPD basis set.

Total energy (eV): -15511.8405
Maximum force (eV/A): 4.73
HOMO-LUMO gap (Eh): 0.3214
Relative energy (zero: lowest compared OMol25 entry of this formula, charge and spin) (kcal per mole): 116.0
E_LUMO (eV): 0.085

ORCA input file:
```
! wB97M-V def2-TZVPD RIJCOSX def2/J DEFGRID3
* xyz 0 1
C 0.03186 -0.38450 -1.26550
C -0.09926 0.34738 -2.21641
C -0.13222 1.03510 0.88444
N 0.70243 -1.35144 1.41254
S -0.50646 -0.44330 1.45302
H 0.49927 -1.18612 -0.70739
H -0.70363 1.01003 -2.60718
H 0.76447 1.42515 0.60927
H -0.93340 1.83604 0.86981
H 0.37695 -2.28834 1.56739
*
```